1.
{
  "formula": "C32H29BaN3O6S3",
  "method": "wB97M-V/def2-TZVPD",
  "de_lowest_kcal_mol": 44.7,
  "charge": -2,
  "lumo_ev": 3.957,
  "orbital_gap_ev": 5.15,
  "homo_energy_ha": -0.0439,
  "elements": ["Ba", "O", "C", "O", "C", "C", "C", "C", "C", "O", "C", "C", "O", "O", "H", "H", "H", "H", "H", "H", "H", "H", "C", "C", "C", "C", "C", "C", "N", "N", "C", "C", "C", "C", "C", "N", "H", "H", "H", "H", "H", "H", "H", "H", "H", "S", "C", "C", "C", "C", "C", "C", "S", "H", "H", "H", "H", "C", "S", "O", "C", "C", "C", "C", "C", "C", "H", "H", "H", "H", "H", "H", "H", "H"],
  "positions_angstrom": [[0.08, 0.44, -0.12], [2.13, 2.76, -1.75], [1.94, 1.55, -1.91], [0.81, 0.97, -2.14], [3.17, 0.61, -1.87], [2.80, -0.87, -2.13], [4.06, -1.69, -2.39], [4.69, -1.76, -0.97], [3.65, -0.98, -0.15], [2.41, -1.33, -0.82], [3.83, 0.53, -0.44], [3.14, 1.40, 0.63], [3.80, 2.24, 1.21], [1.90, 1.08, 0.84], [3.88, 0.98, -2.62], [1.99, -0.99, -2.84], [4.72, -1.23, -3.13], [3.79, -2.69, -2.74], [5.67, -1.29, -0.91], [4.77, -2.79, -0.63], [3.59, -1.24, 0.91], [4.87, 0.81, -0.44], [-4.19, 2.76, 3.54], [-4.88, 1.68, 2.81], [-4.35, 1.18, 1.69], [-3.06, 1.63, 1.19], [-2.22, 2.52, 2.07], [-2.99, 3.20, 3.16], [-2.56, 1.26, 0.05], [-3.38, 0.63, -0.82], [-2.85, -0.17, -1.77], [-3.65, -0.41, -2.93], [-3.26, -1.34, -3.85], [-2.07, -2.07, -3.66], [-1.32, -1.75, -2.54], [-1.67, -0.84, -1.63], [-4.68, 3.22, 4.39], [-5.82, 1.31, 3.19], [-4.85, 0.41, 1.12], [-1.63, 3.23, 1.47], [-2.48, 3.99, 3.70], [-4.55, 0.18, -3.05], [-3.87, -1.52, -4.73], [-1.74, -2.83, -4.35], [-0.38, -2.27, -2.35], [-0.80, 1.58, 2.90], [-1.68, 0.37, 3.86], [-2.02, 0.74, 5.17], [-2.65, -0.13, 6.04], [-2.94, -1.42, 5.59], [-2.59, -1.80, 4.31], [-1.96, -0.94, 3.38], [-1.60, -1.53, 1.77], [-1.76, 1.74, 5.50], [-2.92, 0.19, 7.04], [-3.41, -2.13, 6.26], [-2.81, -2.81, 3.97], [0.17, -4.40, 1.61], [1.43, -3.11, 1.51], [1.99, -2.99, 2.90], [2.58, -4.18, 0.62], [3.65, -4.72, 1.31], [4.55, -5.54, 0.65], [4.38, -5.82, -0.71], [3.31, -5.27, -1.40], [2.41, -4.44, -0.74], [0.60, -5.21, 2.21], [-0.08, -4.73, 0.60], [-0.69, -3.93, 2.08], [3.75, -4.47, 2.36], [5.39, -5.97, 1.19], [5.09, -6.45, -1.22], [3.18, -5.47, -2.45], [1.58, -3.99, -1.27]],
  "lowdin_charge": [1.940, 0.029, -0.710, -0.397, -0.096, -0.272, -0.095, -0.090, -0.242, -0.171, -0.096, -0.621, 0.031, -0.472, 0.146, 0.146, 0.107, 0.092, 0.109, 0.087, 0.152, 0.138, -0.118, -0.098, -0.039, -0.353, -0.448, -0.150, -0.104, 0.002, -0.380, -0.049, -0.125, -0.125, -0.190, -0.081, 0.088, 0.084, 0.098, 0.099, 0.097, 0.089, 0.084, 0.073, 0.095, 0.906, -0.540, -0.146, -0.136, -0.130, -0.147, -0.694, 0.472, 0.088, 0.078, 0.083, 0.079, -0.264, 0.868, -0.518, -0.385, -0.077, -0.094, -0.108, -0.099, -0.095, 0.058, 0.057, -0.024, 0.104, 0.094, 0.091, 0.100, 0.114]
}


2.
{
  "formula": "C32H29BrI2N10O3STa",
  "method": "wB97M-V/def2-TZVPD",
  "de_lowest_kcal_mol": 1.5,
  "charge": 1,
  "lumo_ev": -3.655,
  "orbital_gap_ev": 7.46,
  "homo_energy_ha": -0.4085,
  "elements": ["Ta", "C", "C", "N", "C", "C", "C", "S", "N", "C", "O", "C", "C", "C", "C", "C", "C", "H", "H", "H", "H", "H", "H", "H", "H", "H", "H", "H", "H", "H", "H", "H", "O", "C", "C", "C", "C", "C", "C", "C", "N", "C", "C", "N", "H", "H", "H", "H", "H", "H", "H", "I", "Br", "C", "C", "C", "C", "C", "N", "H", "H", "H", "H", "I", "C", "C", "N", "N", "C", "H", "H", "H", "O", "N", "C", "C", "N", "C", "N"],
  "positions_angstrom": [[-0.88, -1.16, -0.08], [4.68, -1.06, -2.39], [3.46, -0.44, -3.05], [2.85, 0.61, -2.23], [3.69, 1.79, -1.94], [4.20, 1.83, -0.51], [1.59, 0.60, -1.84], [0.50, -0.69, -2.26], [1.15, 1.72, -1.23], [0.21, 1.75, -0.35], [-0.26, 0.67, 0.25], [-0.39, 3.04, 0.04], [-1.47, 3.08, 0.92], [-2.04, 4.29, 1.25], [-1.53, 5.47, 0.72], [-0.45, 5.43, -0.14], [0.12, 4.22, -0.49], [5.05, -1.87, -3.00], [4.43, -1.45, -1.41], [5.49, -0.34, -2.26], [2.71, -1.19, -3.25], [3.74, 0.02, -4.00], [3.11, 2.68, -2.17], [4.52, 1.74, -2.64], [3.37, 1.85, 0.20], [4.79, 2.72, -0.36], [4.82, 0.96, -0.28], [-1.84, 2.16, 1.35], [-2.88, 4.32, 1.94], [-1.98, 6.42, 0.99], [-0.05, 6.35, -0.55], [0.96, 4.18, -1.16], [-2.33, -0.76, -1.23], [-3.41, 0.00, -1.48], [-3.81, 0.21, -2.80], [-4.92, 0.99, -3.04], [-5.63, 1.56, -1.99], [-5.23, 1.34, -0.69], [-4.11, 0.55, -0.41], [-3.66, 0.28, 0.94], [-2.48, -0.22, 1.32], [-2.48, -0.22, 2.71], [-3.65, 0.28, 3.16], [-4.38, 0.59, 2.03], [-3.23, -0.23, -3.60], [-5.24, 1.17, -4.06], [-6.49, 2.18, -2.19], [-5.78, 1.82, 0.12], [-1.64, -0.59, 3.26], [-4.03, 0.43, 4.15], [-5.32, 0.95, 2.02], [-1.96, -3.34, 1.37], [0.66, 1.84, 3.32], [1.10, 0.07, 3.85], [1.90, -0.09, 4.98], [2.22, -1.38, 5.36], [1.73, -2.44, 4.60], [0.96, -2.16, 3.50], [0.63, -0.91, 3.11], [2.25, 0.78, 5.52], [2.83, -1.55, 6.23], [1.95, -3.46, 4.86], [0.56, -2.96, 2.88], [-2.90, -5.39, -4.45], [-1.72, -4.43, -3.07], [-0.45, -4.78, -2.66], [-0.05, -3.87, -1.77], [-1.00, -2.94, -1.56], [-2.02, -3.28, -2.36], [0.19, -5.60, -2.94], [0.78, -3.85, -1.19], [-2.93, -2.70, -2.37], [0.93, -1.92, 0.42], [1.78, -2.87, 0.14], [2.98, -2.66, 0.56], [3.37, -1.47, 1.26], [3.67, -0.52, 1.82], [3.97, -3.66, 0.27], [4.75, -4.46, 0.03]],
  "lowdin_charge": [1.493, -0.051, -0.207, -0.087, -0.180, -0.067, -0.633, 0.783, 0.143, -0.381, -0.259, -0.154, -0.058, -0.060, -0.061, -0.058, -0.007, 0.090, 0.049, 0.079, 0.062, 0.133, 0.116, 0.121, 0.060, 0.085, 0.057, 0.078, 0.108, 0.111, 0.111, 0.111, -0.343, -0.277, 0.013, -0.049, -0.062, -0.014, -0.076, -0.263, -0.090, -0.183, -0.037, 0.139, 0.127, 0.115, 0.112, 0.112, 0.070, 0.127, 0.160, 0.386, 0.836, -0.744, -0.105, -0.046, -0.046, -0.180, 0.012, 0.103, 0.117, 0.112, 0.029, 0.919, -0.755, -0.105, 0.011, -0.263, -0.200, 0.133, 0.111, 0.112, -0.456, 0.022, -0.270, -0.136, 0.249, -0.157, 0.203]
}


3.
{
  "formula": "C32H29Cl48F3N2O3P2",
  "method": "wB97M-V/def2-TZVPD",
  "de_lowest_kcal_mol": 0.0,
  "lumo_ev": -0.234,
  "orbital_gap_ev": 7.40,
  "homo_energy_ha": -0.2805,
  "elements": ["C", "O", "C", "C", "N", "C", "C", "C", "C", "C", "C", "C", "C", "C", "P", "C", "C", "C", "P", "C", "O", "C", "N", "C", "C", "O", "C", "F", "F", "F", "H", "H", "H", "H", "H", "H", "H", "H", "H", "H", "H", "H", "H", "H", "H", "H", "H", "H", "H", "H", "H", "H", "H", "H", "H", "H", "H", "H", "H", "C", "Cl", "Cl", "Cl", "Cl", "C", "Cl", "Cl", "Cl", "Cl", "C", "Cl", "Cl", "Cl", "Cl", "C", "Cl", "Cl", "Cl", "Cl", "C", "Cl", "Cl", "Cl", "Cl", "C", "Cl", "Cl", "Cl", "Cl", "C", "Cl", "Cl", "Cl", "Cl", "C", "Cl", "Cl", "Cl", "Cl", "C", "Cl", "Cl", "Cl", "Cl", "C", "Cl", "Cl", "Cl", "Cl", "C", "Cl", "Cl", "Cl", "Cl", "C", "Cl", "Cl", "Cl", "Cl"],
  "positions_angstrom": [[0.12, -5.41, -0.89], [-0.14, -4.89, -2.18], [-0.84, -3.67, -2.12], [-0.13, -2.62, -1.32], [-0.77, -2.09, -0.34], [-0.05, -1.19, 0.37], [-0.64, -0.58, 1.44], [-2.06, -0.90, 1.81], [-2.99, 0.00, 0.98], [-2.82, 1.49, 1.20], [-3.12, 1.84, 2.69], [-3.78, 2.26, 0.30], [0.03, 0.28, 2.16], [1.34, 0.60, 1.87], [2.16, 1.77, 3.01], [0.88, 2.31, 4.20], [3.30, 0.67, 3.97], [1.95, 0.05, 0.84], [3.72, 0.52, 0.55], [3.67, 2.36, 0.23], [4.29, -0.07, -0.86], [1.24, -0.85, 0.07], [1.86, -1.41, -1.01], [1.18, -2.27, -1.67], [1.88, -2.92, -2.83], [1.19, -2.84, -4.07], [1.53, -1.80, -4.83], [1.26, -0.63, -4.28], [0.82, -1.87, -5.96], [2.81, -1.82, -5.17], [0.09, -6.48, -0.90], [1.09, -5.05, -0.54], [-0.63, -5.07, -0.18], [-1.80, -3.86, -1.65], [-1.05, -3.29, -3.12], [-2.20, -1.95, 1.62], [-2.16, -0.73, 2.88], [-4.02, -0.29, 1.09], [-2.73, -0.20, -0.06], [-1.83, 1.82, 0.95], [-2.27, 2.33, 3.14], [-3.41, 0.96, 3.25], [-3.98, 2.49, 2.72], [-4.09, 3.20, 0.74], [-3.29, 2.51, -0.64], [-4.66, 1.69, 0.07], [-0.48, 0.71, 3.00], [0.48, 1.49, 4.78], [1.32, 3.02, 4.89], [0.08, 2.83, 3.70], [4.32, 1.03, 3.94], [3.27, -0.34, 3.60], [3.01, 0.62, 5.02], [2.64, 2.67, 0.21], [4.19, 2.53, -0.70], [4.20, 2.81, 1.04], [4.01, 0.43, -1.63], [2.86, -2.48, -2.90], [2.03, -3.95, -2.55], [-3.91, -1.72, 5.56], [-4.74, -2.85, 6.63], [-4.84, -1.51, 4.09], [-3.73, -0.16, 6.37], [-2.29, -2.35, 5.15], [-7.89, 0.97, 2.84], [-7.29, 1.50, 4.41], [-6.61, 0.13, 1.97], [-9.26, -0.12, 3.06], [-8.41, 2.38, 1.90], [0.53, 0.88, -9.16], [2.08, 1.43, -9.82], [-0.43, 0.14, -10.45], [0.81, -0.31, -7.88], [-0.33, 2.26, -8.50], [-1.32, -3.12, 9.70], [-0.92, -4.83, 9.83], [-1.64, -2.72, 8.01], [-2.76, -2.77, 10.66], [0.03, -2.15, 10.29], [0.50, 6.34, -8.08], [0.71, 5.53, -9.63], [-1.19, 6.75, -7.85], [1.00, 5.27, -6.76], [1.49, 7.81, -8.05], [-1.85, 2.60, -4.55], [-1.40, 4.19, -3.93], [-2.92, 2.79, -5.94], [-0.39, 1.73, -5.04], [-2.68, 1.69, -3.28], [2.52, 1.49, 8.37], [3.01, 1.92, 10.01], [3.87, 0.75, 7.52], [1.17, 0.36, 8.43], [2.03, 2.94, 7.49], [-3.26, 8.83, -5.12], [-2.35, 9.68, -6.37], [-4.86, 8.41, -5.74], [-2.40, 7.35, -4.66], [-3.43, 9.87, -3.71], [2.93, -4.84, -7.62], [1.92, -5.30, -6.25], [2.99, -6.17, -8.78], [2.25, -3.41, -8.40], [4.57, -4.49, -7.06], [-6.46, -4.90, 12.37], [-5.03, -4.11, 11.68], [-7.44, -5.57, 11.06], [-5.94, -6.20, 13.45], [-7.42, -3.73, 13.28], [8.65, -6.04, -6.64], [9.61, -5.11, -7.79], [7.08, -6.41, -7.36], [9.49, -7.54, -6.25], [8.41, -5.09, -5.17], [6.97, 4.34, -1.64], [6.90, 2.84, -0.71], [5.34, 5.01, -1.81], [7.99, 5.50, -0.80], [7.64, 4.01, -3.24]],
  "lowdin_charge": [-0.081, -0.175, -0.151, -0.206, 0.243, -0.156, -0.189, -0.142, -0.172, -0.390, -0.044, -0.075, -0.056, -0.394, 0.938, -0.313, -0.289, -0.322, 0.898, -0.313, -0.338, -0.183, 0.218, -0.192, -0.069, 0.045, -0.775, 0.147, 0.006, 0.167, 0.089, 0.090, 0.090, 0.126, 0.130, 0.108, 0.047, 0.068, 0.110, 0.121, 0.060, 0.031, 0.063, 0.072, 0.030, 0.061, 0.091, 0.038, -0.019, 0.026, 0.023, 0.030, -0.031, 0.023, -0.038, -0.001, 0.046, 0.135, 0.133, -2.024, 0.535, 0.536, 0.533, 0.508, -2.050, 0.523, 0.521, 0.534, 0.534, -2.023, 0.527, 0.533, 0.590, 0.490, -2.013, 0.545, 0.483, 0.483, 0.513, -2.053, 0.520, 0.502, 0.504, 0.531, -2.036, 0.500, 0.531, 0.534, 0.550, -2.047, 0.536, 0.555, 0.501, 0.554, -2.052, 0.510, 0.527, 0.478, 0.528, -2.040, 0.563, 0.527, 0.535, 0.502, -2.049, 0.464, 0.523, 0.526, 0.524, -2.061, 0.524, 0.494, 0.522, 0.521, -2.051, 0.553, 0.533, 0.526, 0.526]
}